# 1
Formula: C4H7Cl3N2O2PS
Source: the Open Molecules 2025 dataset
Level of theory: wB97M-V/def2-TZVPD

Last column: Löwdin spin population.
Atoms and positions in Å:
C1 -0.87875 0.69468 0.31181  0.1427
C2 1.20876 0.01898 -1.67053  0.0014
C3 -2.05371 2.29646 2.00352  0.0437
C4 -1.41212 1.96432 0.66158  0.3847
N1 1.85314 -0.37046 -0.55479  0.0042
N2 1.56581 -0.51421 -2.83542  0.0036
O1 -0.79970 -0.45973 0.72151  0.3092
O2 0.56220 -3.05659 -0.71163  0.1811
P1 0.26577 -2.64724 0.65387  0.3936
S1 -0.25113 0.85207 -1.59379  -0.0034
Cl1 -1.38104 3.11969 -0.51642  0.1888
Cl2 -1.40050 -3.43687 1.42736  0.1304
Cl3 1.77022 -3.17773 1.97100  0.1849
H1 -2.33017 3.32036 1.93000  -0.0002
H2 -1.34033 2.08064 2.75337  0.0144
H3 -2.96421 1.65383 2.33801  0.0189
H4 2.44674 -1.31233 -0.45961  0.0002
H5 1.68201 0.04276 0.28481  0.0017
H6 2.47501 -0.80279 -3.07324  0.0001
H7 0.98197 -0.26584 -3.64138  0.0001

As for the total charge: +1. The HOMO energy (spin up / spin down) is -0.4315 / -0.5087 hartree. The multiplicity is 3.



# 2
Formula: C6H12N2O2S3
Source: the Open Molecules 2025 dataset
Level of theory: wB97M-V/def2-TZVPD

Last column: Löwdin spin population.
Atoms and positions in Å:
C1 0.33397 0.64096 -0.55235  0.0457
C2 -0.94061 -0.04086 -0.92748  0.1107
C3 -0.65143 0.78717 1.46037  0.3643
C4 0.50332 2.00339 -1.25841  0.0106
C5 -2.24014 -2.40711 -1.49171  0.0155
C6 3.12255 -0.21515 1.24263  0.0048
N1 0.37648 0.87188 0.82585  0.1162
N2 -0.99854 0.99996 2.72005  0.0454
O1 -0.53029 -2.36599 0.53550  0.0627
O2 1.34277 -0.27106 -0.86270  0.0045
S1 -2.33360 0.48318 0.14227  1.0379
S2 -0.60184 -1.91105 -0.80463  0.1127
S3 2.82400 0.20795 -0.53603  0.0070
H1 -1.28046 -0.02951 -1.99042  0.0086
H2 1.49297 2.07327 -1.59279  0.0000
H3 0.26927 2.77818 -0.56706  0.0032
H4 -0.11270 2.07236 -2.17610  -0.0001
H5 -2.81763 -1.55728 -1.77317  0.0091
H6 -2.85842 -3.04663 -0.83649  0.0006
H7 -2.02501 -2.97766 -2.38069  0.0015
H8 4.30851 -0.18556 1.37087  0.0011
H9 2.58978 -1.17263 1.39391  0.0001
H10 2.73080 0.53527 1.93896  0.0020
H11 -0.53267 1.85699 3.16797  0.0173
H12 -1.97110 0.86993 2.95163  0.0186

The energy above the lowest of the compared OMol25 structures with the same formula, charge and spin is 0.0 kJ/mol. As for the total charge: 0. The HOMO energy (spin up / spin down) is -0.1963 / -0.3032 hartree. The multiplicity is 3.



In eV, the calculated total energy values for the records above are, in order, -69020.259 -45990.996.